Entry 1:
{
  "formula": "C41H36N2OP2PdS2",
  "method": "the ωB97M-V functional and the def2-TZVPD basis",
  "total_energy_ha": -3375.7179,
  "e_lumo_ev": -0.38,
  "orbital_gap_ev": 7.30,
  "e_above_lowest_ev": 0.000,
  "e_homo_ha": -0.282,
  "elements": ["Pd", "C", "C", "N", "N", "C", "S", "S", "C", "C", "C", "C", "C", "C", "C", "C", "C", "C", "C", "C", "C", "O", "H", "H", "H", "H", "H", "H", "H", "H", "H", "H", "H", "H", "H", "H", "C", "P", "C", "C", "C", "C", "C", "C", "C", "C", "C", "C", "C", "C", "P", "C", "C", "C", "C", "C", "C", "C", "C", "C", "C", "C", "C", "H", "H", "H", "H", "H", "H", "H", "H", "H", "H", "H", "H", "H", "H", "H", "H", "H", "H", "H", "H", "H", "H"],
  "coordinates": [[-0.1497, 0.9641, 0.5982], [0.4265, 4.9279, -1.0650], [-0.2908, 3.7025, -0.5793], [0.3927, 2.8091, 0.1019], [1.6882, 3.2235, 0.4243], [2.4868, 2.2768, 0.7636], [2.0924, 0.5726, 0.7921], [4.1376, 2.8073, 1.1739], [4.8845, 2.4003, -0.4357], [4.3474, 3.2411, -1.5594], [3.6767, 2.6409, -2.6161], [3.1775, 3.4023, -3.6641], [3.3444, 4.7775, -3.6619], [4.0002, 5.3867, -2.6001], [4.4907, 4.6248, -1.5548], [-1.7102, 3.5565, -0.8697], [-2.4929, 4.7160, -1.0301], [-3.8413, 4.6613, -1.2834], [-4.4588, 3.4138, -1.4207], [-3.7365, 2.2610, -1.2624], [-2.3547, 2.2869, -0.9576], [-1.7196, 1.1661, -0.8217], [1.1612, 5.2720, -0.3456], [-0.2477, 5.7245, -1.3463], [0.9845, 4.6316, -1.9564], [4.7234, 1.3405, -0.6358], [5.9558, 2.5556, -0.2962], [3.5358, 1.5695, -2.6106], [2.6567, 2.9186, -4.4800], [2.9594, 5.3741, -4.4778], [4.1266, 6.4609, -2.5868], [4.9826, 5.1036, -0.7185], [-2.0402, 5.6880, -0.9134], [-4.4134, 5.5720, -1.3758], [-5.5156, 3.3571, -1.6469], [-4.1990, 1.2882, -1.3671], [-0.5050, -2.6216, 1.1293], [-0.8843, -0.9246, 1.6927], [-2.6735, -1.0457, 1.9658], [-3.2076, -2.0370, 2.7919], [-4.5768, -2.1399, 2.9655], [-5.4280, -1.2635, 2.3059], [-4.9054, -0.2958, 1.4643], [-3.5333, -0.1888, 1.2936], [-0.1788, -0.9477, 3.3824], [-0.9359, -0.7646, 4.5321], [-0.3342, -0.7965, 5.7856], [1.0253, -1.0137, 5.9030], [1.7910, -1.1931, 4.7580], [1.1958, -1.1572, 3.5115], [-1.1020, -2.9755, -0.5994], [0.3461, -2.3813, -1.5445], [1.5918, -3.0039, -1.4558], [2.6633, -2.5291, -2.1845], [2.5032, -1.4213, -3.0066], [1.2779, -0.7845, -3.0857], [0.1970, -1.2688, -2.3594], [-0.7856, -4.7811, -0.6906], [-0.7048, -5.6253, 0.4127], [-0.5402, -6.9937, 0.2473], [-0.4550, -7.5383, -1.0222], [-0.5391, -6.7067, -2.1303], [-0.7086, -5.3451, -1.9650], [-1.0087, -3.2741, 1.8430], [0.5731, -2.7962, 1.2029], [-2.5529, -2.7367, 3.2991], [-4.9813, -2.9066, 3.6125], [-6.4976, -1.3458, 2.4444], [-5.5596, 0.3793, 0.9302], [-3.1222, 0.5410, 0.6099], [-1.9969, -0.5620, 4.4676], [-0.9401, -0.6445, 6.6683], [1.4911, -1.0351, 6.8781], [2.8578, -1.3501, 4.8336], [1.8147, -1.2791, 2.6327], [1.7123, -3.8845, -0.8355], [3.6227, -3.0248, -2.1211], [3.3438, -1.0572, -3.5801], [1.1511, 0.0976, -3.6986], [-0.7565, -0.7609, -2.4182], [-0.7620, -5.2278, 1.4158], [-0.4750, -7.6331, 1.1177], [-0.3246, -8.6039, -1.1498], [-0.4732, -7.1216, -3.1273], [-0.7704, -4.7048, -2.8370]]
}

***

Entry 2:
{
  "formula": "C41H36N9O9SSbTi",
  "method": "the ωB97M-V functional and the def2-TZVPD basis",
  "total_energy_ha": -4241.5233,
  "e_lumo_ev": [3.07, 3.07],
  "orbital_gap_ev": [3.75, 5.85],
  "total_charge": -2,
  "multiplicity": 3,
  "e_above_lowest_ev": 1.131,
  "e_homo_ha": [-0.025, -0.102],
  "elements": ["Ti", "C", "N", "C", "C", "N", "C", "S", "C", "C", "C", "C", "C", "N", "H", "H", "H", "H", "H", "H", "H", "H", "H", "O", "O", "O", "N", "C", "C", "N", "C", "N", "O", "C", "O", "C", "C", "C", "C", "C", "C", "N", "O", "O", "N", "O", "O", "H", "H", "H", "C", "C", "C", "C", "N", "H", "H", "H", "H", "H", "H", "H", "H", "H", "C", "C", "C", "C", "C", "C", "Sb", "C", "C", "C", "C", "C", "C", "C", "C", "C", "C", "C", "C", "H", "H", "H", "H", "H", "H", "H", "H", "H", "H", "H", "H", "H", "H", "H"],
  "coordinates": [[1.1021, -1.3277, 0.4141], [-0.4002, 2.8246, -3.9113], [-0.9342, 1.5476, -4.2786], [-1.3063, 1.1012, -5.5730], [-1.8594, -0.0834, -5.3869], [-1.6938, -0.5181, -4.0565], [-1.0121, 0.4972, -3.4075], [-0.2849, 0.6106, -1.7781], [-2.1433, -1.7205, -3.5294], [-2.9726, -2.5717, -4.3019], [-3.6274, -3.6165, -3.7398], [-3.3983, -3.8735, -2.3817], [-2.5247, -3.0462, -1.6960], [-1.8639, -2.0107, -2.2550], [-0.6889, 3.6092, -4.6432], [0.6923, 2.8017, -3.8248], [-0.8342, 3.1353, -2.9599], [-1.3711, 1.8393, -6.3484], [-2.3730, -0.7203, -6.0917], [-3.0281, -2.3125, -5.3877], [-4.2983, -4.2520, -4.2775], [-3.8750, -4.7431, -1.9361], [-2.2464, -3.2162, -0.6224], [2.3196, -0.2095, 1.2961], [2.5474, -1.6838, 1.5488], [-0.5740, -1.4706, 1.2333], [-1.1877, -0.5822, 2.1190], [-2.0093, -1.3107, 2.8694], [-1.6443, -2.7010, 3.2047], [-1.4136, -3.8266, 3.4470], [-3.2125, -0.8650, 3.4511], [-4.2227, -0.7326, 4.0175], [1.3288, -3.8111, -2.3545], [1.1268, -4.0744, -1.1423], [1.1993, -3.3212, -0.1098], [0.6087, -5.4785, -0.8777], [0.7217, -6.3762, -1.9643], [0.3554, -7.6711, -1.6361], [-0.0490, -8.2077, -0.3859], [-0.0569, -7.2287, 0.6029], [0.2719, -5.8662, 0.4356], [-0.4066, -7.7270, 1.9476], [-0.9761, -8.7987, 1.9093], [-0.1461, -7.0429, 2.9395], [0.6032, -8.6642, -2.6753], [0.0448, -9.7380, -2.4909], [1.3531, -8.3183, -3.5930], [1.0735, -6.0207, -2.9640], [-0.3290, -9.2106, -0.1802], [0.1700, -5.1158, 1.2212], [2.7691, 1.1362, -2.3441], [2.2229, -0.2997, -2.4455], [3.2481, -1.2479, -1.7925], [1.9255, -0.7238, -3.9181], [0.9903, -0.4678, -1.5391], [3.7276, 1.1474, -2.9223], [3.0377, 1.3327, -1.3061], [2.0862, 1.9418, -2.6612], [4.1270, -1.2388, -2.4248], [2.9418, -2.2775, -1.7477], [3.6670, -0.8447, -0.8807], [2.9331, -0.7252, -4.4009], [1.3386, -0.0107, -4.4495], [1.4964, -1.6946, -3.9082], [2.8600, 8.1327, 1.8979], [1.4855, 8.2245, 2.0351], [0.7049, 7.1048, 2.2857], [1.3234, 5.8657, 2.4377], [2.7487, 5.7840, 2.3135], [3.4874, 6.8721, 1.9471], [0.6837, 3.8443, 1.8304], [1.1136, 3.0687, 3.7900], [1.6716, 3.7404, 4.9109], [1.9428, 3.0665, 6.0905], [1.5412, 1.7301, 6.2608], [0.8675, 1.0856, 5.2005], [0.7148, 1.7372, 3.9844], [-1.4216, 4.1846, 2.0578], [-2.2958, 3.6530, 1.1432], [-3.6937, 3.8270, 1.2314], [-4.1835, 4.5424, 2.3254], [-3.2810, 4.9791, 3.2905], [-1.9204, 4.8865, 3.1287], [3.4378, 9.0222, 1.6945], [1.0206, 9.1622, 1.9679], [-0.3722, 7.1866, 2.3108], [3.2982, 4.8279, 2.4694], [4.5307, 6.6833, 1.7312], [1.8979, 4.8270, 4.8410], [2.5025, 3.5288, 6.8982], [1.7472, 1.1526, 7.1544], [0.4803, 0.0839, 5.2666], [0.2895, 1.1422, 3.1480], [-1.8331, 3.0906, 0.3537], [-4.3237, 3.4209, 0.4415], [-5.2609, 4.6944, 2.4253], [-3.5988, 5.4877, 4.1812], [-1.2307, 5.4323, 3.7996]]
}

***

Entry 3:
{
  "formula": "C41H37AuN4O2P2S6Sb",
  "method": "the ωB97M-V functional and the def2-TZVPD basis",
  "total_energy_ha": -5401.8917,
  "e_lumo_ev": 0.45,
  "orbital_gap_ev": 3.70,
  "total_charge": -1,
  "e_homo_ha": -0.119,
  "elements": ["Au", "C", "N", "C", "P", "C", "C", "C", "C", "C", "C", "C", "C", "C", "C", "C", "C", "C", "C", "C", "C", "C", "C", "P", "C", "C", "C", "C", "C", "C", "C", "C", "C", "C", "C", "C", "H", "H", "H", "H", "H", "H", "H", "H", "H", "H", "H", "H", "H", "H", "H", "H", "H", "H", "H", "H", "H", "H", "H", "H", "H", "H", "H", "H", "H", "S", "Sb", "S", "S", "S", "N", "C", "C", "C", "C", "C", "C", "S", "O", "O", "N", "C", "S", "C", "C", "N", "H", "H", "H", "H", "H", "H", "H", "H"],
  "coordinates": [[-1.5561, 2.3321, 0.1379], [0.6321, -0.3428, 0.8075], [1.7664, 0.0099, 0.0152], [2.2724, 1.3333, 0.2321], [1.1536, 2.7095, -0.4178], [1.1088, 3.7357, 1.0945], [1.4468, 5.0850, 1.0948], [1.2200, 5.8577, 2.2181], [0.6181, 5.3064, 3.3368], [0.2824, 3.9628, 3.3485], [0.5241, 3.1828, 2.2329], [2.3762, 3.6387, -1.4143], [3.6287, 4.0355, -0.9546], [4.4645, 4.7689, -1.7742], [4.0595, 5.1122, -3.0551], [2.8156, 4.7223, -3.5195], [1.9802, 3.9847, -2.7003], [2.6304, -0.9701, -0.4712], [2.7766, -2.2159, 0.1403], [3.6251, -3.1708, -0.3869], [4.3632, -2.9098, -1.5258], [4.2537, -1.6656, -2.1213], [3.3988, -0.7120, -1.6091], [-1.1332, 0.1101, 0.2575], [-1.7733, -0.7440, 1.7396], [-1.7950, -2.1279, 1.8629], [-2.3260, -2.7091, 2.9988], [-2.8521, -1.9218, 4.0106], [-2.8268, -0.5415, 3.8924], [-2.2875, 0.0449, 2.7632], [-1.1581, -0.8507, -1.2533], [-0.3381, -0.3533, -2.2600], [-0.4105, -0.5330, -3.6236], [-1.3290, -1.3087, -4.3626], [-2.2388, -2.2070, -3.9134], [-2.3348, -2.6537, -2.5118], [0.7401, 0.0456, 1.8385], [0.5537, -1.4345, 0.8614], [3.2366, 1.4393, -0.2681], [2.4164, 1.5030, 1.3131], [1.8579, 5.5356, 0.2038], [1.4782, 6.9053, 2.2109], [0.4045, 5.9298, 4.1928], [-0.1913, 3.5223, 4.2158], [0.2321, 2.1373, 2.2375], [3.9439, 3.7859, 0.0484], [5.4338, 5.0869, -1.4142], [4.7096, 5.6992, -3.6866], [2.4906, 4.9983, -4.5131], [1.0035, 3.6791, -3.0478], [2.2425, -2.4495, 1.0497], [3.7152, -4.1326, 0.0990], [5.0088, -3.6647, -1.9496], [4.8282, -1.4390, -3.0071], [3.3046, 0.2442, -2.1004], [-1.3929, -2.7530, 1.0777], [-2.3419, -3.7859, 3.0866], [-3.2814, -2.3882, 4.8855], [-3.2323, 0.0759, 4.6806], [-2.2795, 1.1229, 2.6487], [0.4546, 0.2970, -1.8962], [0.3130, 0.0123, -4.2119], [-1.2934, -1.1645, -5.4363], [-2.8910, -2.7156, -4.6047], [-3.2128, -3.2829, -2.3465], [-0.3153, 9.1296, 2.4798], [-1.8957, 7.5640, 1.8725], [-0.9402, 5.4591, -0.8317], [-2.3928, 4.5179, 0.2563], [-1.2883, 7.4158, -0.6554], [-0.7452, -6.5206, 3.0132], [-0.8209, -5.8112, 1.8367], [0.3237, -5.2278, 1.2858], [0.2644, -4.6040, 0.0557], [-0.9312, -4.5630, -0.6392], [-2.0767, -5.1312, -0.1086], [-2.0243, -5.7451, 1.1277], [-0.9223, -3.8792, -2.3096], [-1.2806, -4.9684, -3.1869], [0.3526, -3.2561, -2.5248], [-2.3075, -1.6215, -1.5204], [-3.4124, -1.2095, -0.9090], [-4.9884, -1.9712, -1.0107], [-5.5727, -0.7482, 0.0914], [-4.5818, 0.1009, 0.4308], [-3.3738, -0.1548, -0.1271], [0.0424, -6.3373, 3.6112], [-1.6115, -6.7014, 3.4920], [1.2576, -5.2870, 1.8262], [1.1326, -4.1503, -0.3959], [-3.0000, -5.1065, -0.6657], [-2.9094, -6.1965, 1.5536], [-6.6013, -0.7462, 0.3862], [-4.6738, 0.9428, 1.0930]]
}